[1]
DFT (ωB97M-V with the def2-TZVPD basis set) results for a molecular structure, C5H8O2.

Output
LUMO	0.86	eV
energy relative to the best compared isomer or geometry (same formula, charge and spin)	460.8	kJ/mol
HOMO	-8.48	eV
calculated total energy	-9405.0561	eV
total charge	0
orbital gap	9.34	eV

Each line ends with the natural charge from an NBO analysis.
Cartesian coordinates (Å):
O 2.070 -1.017 0.035  -0.70
C 0.928 -0.298 0.437  0.07
C 0.733 1.063 -0.234  -0.48
C -0.806 1.054 -0.396  0.03
C -1.591 -0.338 0.702  -0.27
C -0.403 -0.973 0.058  -0.01
O -0.927 -0.281 -1.106  -0.56
H 2.155 -0.917 -0.922  0.46
H 1.012 -0.187 1.523  0.18
H 1.207 1.893 0.299  0.22
H 1.214 1.011 -1.239  0.21
H -1.118 1.848 -1.115  0.20
H -1.669 0.156 1.636  0.19
H -2.488 -0.961 0.442  0.23
H -0.318 -2.054 -0.121  0.21

[2]
DFT (ωB97M-V with the def2-TZVPD basis set) results for 2 unconnected molecules or ions with the total composition C5H8O2.

Output
LUMO	0.40	eV
energy relative to the best compared isomer or geometry (same formula, charge and spin)	291.3	kJ/mol
HOMO	-9.54	eV
calculated total energy	-9406.8134	eV
total charge	0
SMILES	C#CC(=C)CO.O
orbital gap	9.94	eV

Each line ends with the natural charge from an NBO analysis.
Cartesian coordinates (Å):
C 2.493 0.202 -0.315  -0.20
C 1.383 0.044 0.134  -0.06
C 0.048 -0.110 0.651  -0.09
C -0.362 -1.278 1.161  -0.39
C -0.863 1.116 0.598  -0.08
O -0.386 2.197 -0.155  -0.70
H 3.497 0.351 -0.653  0.24
H -1.380 -1.386 1.534  0.21
H 0.296 -2.141 1.228  0.22
H -0.952 1.496 1.620  0.19
H -1.858 0.788 0.266  0.18
H 0.077 1.873 -0.934  0.48
O -0.967 -0.874 -1.911  -0.94
H -0.991 -1.345 -1.068  0.47
H -0.035 -0.931 -2.155  0.47

[3]
DFT (ωB97M-V with the def2-TZVPD basis set) results for C5H8O2 in the gas phase.

Output
LUMO	0.68	eV
energy relative to the best compared isomer or geometry (same formula, charge and spin)	121.7	kJ/mol
HOMO	-8.73	eV
calculated total energy	-9408.5710	eV
total charge	0
SMILES	C/C=C(\O)CC=O
orbital gap	9.42	eV

Each line ends with the natural charge from an NBO analysis.
Cartesian coordinates (Å):
C 1.313 -1.868 -0.277  -0.64
C 0.649 -0.651 0.306  -0.30
C -0.011 0.274 -0.410  0.32
O -0.538 0.127 -1.669  -0.69
C -0.362 1.634 0.149  -0.56
C -1.611 1.409 0.970  0.45
O -1.635 1.520 2.174  -0.52
H 1.275 -1.829 -1.370  0.20
H 2.373 -1.865 0.019  0.23
H 0.882 -2.799 0.100  0.22
H 0.762 -0.490 1.379  0.22
H -0.546 -0.812 -1.897  0.48
H -0.515 2.356 -0.665  0.25
H 0.432 1.985 0.811  0.24
H -2.468 1.009 0.380  0.11

- The lowest calculated total energy belongs to which entry?
  number 3